one) Computed, not measured: a structure of composition C40H56N7OPTi, with ωB97M-V/def2-TZVPD.

Geometry as XYZ:
```
106
Properties=species:S:1:pos:R:3:lowdin_spin:R:1
Ti 0.64 0.91 0.46 1.71
C 2.81 3.12 0.88 0.01
N 1.42 2.92 1.31 0.01
C 1.25 2.95 2.77 0.00
C 0.13 2.05 3.23 0.02
C -0.66 2.33 4.33 0.00
C -1.66 1.44 4.68 0.02
C -1.83 0.28 3.93 0.00
C -0.98 0.06 2.86 0.02
N -0.04 0.93 2.50 0.00
C 0.57 3.94 0.65 0.01
C -0.88 3.52 0.59 0.02
C -1.91 4.43 0.79 0.00
C -3.22 3.98 0.71 0.02
C -3.45 2.63 0.45 0.00
C -2.36 1.80 0.26 0.02
N -1.10 2.23 0.30 0.01
C 3.02 2.59 -0.52 0.02
C 4.09 3.01 -1.29 0.00
C 4.23 2.52 -2.58 0.02
C 3.26 1.65 -3.07 0.00
C 2.23 1.27 -2.24 0.02
N 2.10 1.72 -0.98 0.01
H 3.47 2.60 1.58 0.00
H 3.09 4.18 0.91 0.00
H 1.10 3.97 3.14 0.00
H 2.18 2.58 3.22 0.00
H -0.50 3.24 4.89 0.00
H -2.30 1.65 5.52 0.00
H -2.59 -0.45 4.18 0.00
H -1.04 -0.84 2.26 0.00
H 0.94 4.06 -0.38 0.00
H 0.67 4.91 1.15 0.00
H -1.68 5.46 1.01 0.00
H -4.05 4.66 0.86 0.00
H -4.45 2.23 0.41 0.00
H -2.50 0.74 0.06 0.00
H 4.81 3.71 -0.88 0.00
H 5.06 2.83 -3.20 0.00
H 3.32 1.25 -4.07 0.00
H 1.48 0.56 -2.56 0.00
C 1.50 -0.73 5.83 0.00
C 1.96 -1.93 5.01 0.00
C 3.31 -2.43 5.52 0.00
C 2.05 -1.63 3.53 0.00
C 1.45 -2.47 2.59 0.01
C 1.67 -2.32 1.23 0.00
C 2.51 -1.31 0.75 0.01
C 3.06 -1.34 -0.65 0.00
C 3.01 -0.40 1.68 0.01
C 2.81 -0.57 3.05 0.01
H 1.50 -0.97 6.89 0.00
H 0.49 -0.42 5.55 0.00
H 2.17 0.12 5.69 0.00
H 1.23 -2.73 5.13 0.00
H 4.06 -1.64 5.46 0.00
H 3.67 -3.28 4.94 0.00
H 3.24 -2.74 6.56 0.00
H 0.84 -3.30 2.94 0.00
H 1.26 -3.04 0.54 0.00
H 3.62 -2.27 -0.80 0.00
H 3.75 -0.51 -0.82 0.00
H 2.28 -1.29 -1.41 0.00
H 3.73 0.34 1.34 0.00
H 3.30 0.11 3.74 0.00
O -0.26 -0.58 -0.74 0.03
P -1.15 -1.01 -1.88 0.00
N -0.31 -1.56 -3.18 0.00
C -0.68 -1.28 -4.58 0.00
C -0.52 -2.62 -5.28 0.00
C 0.67 -3.23 -4.55 0.00
C 0.41 -2.85 -3.10 0.00
N -2.11 -2.22 -1.34 0.00
C -2.86 -3.15 -2.18 0.00
C -2.75 -4.46 -1.41 0.00
C -2.75 -4.03 0.06 0.00
C -2.37 -2.54 0.07 0.00
N -2.07 0.24 -2.41 0.00
C -1.48 1.49 -2.90 0.00
C -2.69 2.31 -3.35 0.00
C -3.63 1.24 -3.87 0.00
C -3.46 0.11 -2.86 0.00
H 0.02 -0.54 -5.00 0.00
H -1.69 -0.87 -4.65 0.00
H -0.35 -2.50 -6.35 0.00
H -1.41 -3.23 -5.15 0.00
H 1.60 -2.79 -4.90 0.00
H 0.75 -4.31 -4.69 0.00
H 1.33 -2.76 -2.53 0.00
H -0.21 -3.60 -2.60 0.00
H -2.45 -3.18 -3.19 0.00
H -3.91 -2.83 -2.25 0.00
H -1.81 -4.95 -1.67 0.00
H -3.55 -5.15 -1.66 0.00
H -2.03 -4.62 0.64 0.00
H -3.72 -4.18 0.52 0.00
H -1.48 -2.33 0.66 0.00
H -3.20 -1.93 0.46 0.00
H -0.80 1.31 -3.74 0.00
H -0.91 1.99 -2.10 0.00
H -2.43 3.06 -4.09 0.00
H -3.13 2.82 -2.49 0.00
H -3.31 0.91 -4.87 0.00
H -4.66 1.56 -3.95 0.00
H -3.66 -0.88 -3.30 0.00
H -4.15 0.24 -2.02 0.00
```

Summary:
expectation value of S²	2.01
HOMO energy (spin up / spin down)	-11.55 / -13.54	eV
net charge	+2
LUMO (spin up / spin down)	-4.81 / -4.99	eV
2S+1	3

two) Computed, not measured: a structure of composition C40H56N7OPTi, with ωB97M-V/def2-TZVPD.

Geometry as XYZ:
```
106
Properties=species:S:1:pos:R:3:lowdin_spin:R:1
Ti -0.60 0.46 -0.30 1.77
C 0.97 -1.04 -2.23 0.01
N 0.66 -1.40 -0.83 0.01
C 1.95 -1.76 -0.20 0.00
C 1.85 -2.27 1.22 0.00
C 2.76 -3.21 1.69 0.00
C 2.64 -3.65 2.99 0.00
C 1.61 -3.15 3.78 0.00
C 0.75 -2.22 3.21 0.00
N 0.86 -1.78 1.96 0.00
C -0.29 -2.54 -0.75 0.01
C -1.50 -2.31 0.14 0.01
C -2.31 -3.39 0.45 0.00
C -3.37 -3.20 1.32 0.01
C -3.59 -1.93 1.86 0.00
C -2.76 -0.90 1.46 0.02
N -1.74 -1.08 0.60 0.02
C -0.29 -0.80 -3.00 0.01
C -0.43 -1.16 -4.33 0.00
C -1.66 -0.96 -4.95 0.01
C -2.70 -0.41 -4.21 0.00
C -2.47 -0.07 -2.89 0.01
N -1.29 -0.24 -2.29 0.01
H 1.60 -0.15 -2.21 0.00
H 1.54 -1.84 -2.73 0.00
H 2.44 -2.53 -0.81 0.00
H 2.59 -0.87 -0.22 0.00
H 3.54 -3.59 1.04 0.00
H 3.33 -4.38 3.39 0.00
H 1.48 -3.47 4.80 0.00
H -0.07 -1.81 3.79 0.00
H -0.64 -2.80 -1.75 0.00
H 0.23 -3.43 -0.38 0.00
H -2.11 -4.36 0.04 0.00
H -4.01 -4.02 1.59 0.00
H -4.39 -1.74 2.56 0.00
H -2.89 0.10 1.83 0.00
H 0.40 -1.60 -4.86 0.00
H -1.80 -1.23 -5.99 0.00
H -3.68 -0.26 -4.65 0.00
H -3.25 0.39 -2.30 0.00
C 4.21 0.93 4.11 0.00
C 3.63 0.23 2.87 0.00
C 4.69 0.17 1.78 0.00
C 2.34 0.89 2.44 0.01
C 1.28 0.97 3.36 0.01
C 0.12 1.66 3.07 0.01
C -0.03 2.35 1.86 0.00
C -1.11 3.40 1.74 0.00
C 0.97 2.17 0.90 0.01
C 2.14 1.46 1.20 0.01
H 5.15 0.47 4.40 0.00
H 3.54 0.87 4.97 0.00
H 4.39 1.99 3.90 0.00
H 3.38 -0.80 3.16 0.00
H 4.97 1.17 1.44 0.00
H 4.37 -0.41 0.91 0.00
H 5.59 -0.31 2.16 0.00
H 1.38 0.51 4.33 0.00
H -0.64 1.77 3.83 0.00
H -1.05 3.92 0.79 0.00
H -0.97 4.12 2.55 0.00
H -2.11 2.97 1.85 0.00
H 0.93 2.75 -0.03 0.00
H 2.93 1.43 0.45 0.00
O -1.52 2.22 -0.92 0.02
P -2.47 3.13 -1.69 0.00
N -2.00 3.13 -3.26 0.00
C -2.73 3.90 -4.29 0.00
C -1.67 4.24 -5.34 0.00
C -0.65 3.11 -5.18 0.00
C -0.60 2.91 -3.67 0.00
N -2.50 4.70 -1.22 0.00
C -3.38 5.25 -0.18 0.00
C -2.61 6.47 0.33 0.00
C -1.88 6.96 -0.92 0.00
C -1.46 5.67 -1.62 0.00
N -4.00 2.57 -1.50 0.00
C -4.40 1.73 -0.36 0.00
C -5.92 1.66 -0.48 0.00
C -6.28 3.00 -1.10 0.00
C -5.18 3.21 -2.13 0.00
H -3.18 4.80 -3.87 0.00
H -3.53 3.29 -4.72 0.00
H -1.20 5.20 -5.11 0.00
H -2.08 4.31 -6.34 0.00
H 0.33 3.35 -5.60 0.00
H -1.01 2.20 -5.67 0.00
H 0.08 3.64 -3.21 0.00
H -0.27 1.91 -3.39 0.00
H -3.58 4.52 0.61 0.00
H -4.33 5.56 -0.61 0.00
H -1.89 6.17 1.10 0.00
H -3.27 7.22 0.76 0.00
H -1.02 7.59 -0.69 0.00
H -2.55 7.53 -1.55 0.00
H -0.47 5.34 -1.29 0.00
H -1.44 5.78 -2.71 0.00
H -4.10 2.19 0.59 0.00
H -3.93 0.74 -0.41 0.00
H -6.39 1.48 0.48 0.00
H -6.20 0.85 -1.15 0.00
H -6.24 3.79 -0.34 0.00
H -7.27 3.02 -1.54 0.00
H -4.98 4.26 -2.34 0.00
H -5.42 2.71 -3.07 0.00
```

Summary:
expectation value of S²	2.00
HOMO energy (spin up / spin down)	-12.11 / -13.63	eV
net charge	+2
LUMO (spin up / spin down)	-4.66 / -4.80	eV
2S+1	3

Which structure is the least stable? The one labeled two).

one) Computed, not measured: the molecule C7H8N2O, with ωB97M-V/def2-TZVPD.

Geometry as XYZ:
```
18
Properties=species:S:1:pos:R:3:nbo_charge:R:1
C -3.45 0.01 -0.24 -0.74
C -1.97 -0.31 0.34 0.72
O -1.81 -1.09 1.18 -0.55
N -1.00 0.46 -0.27 -0.68
C 0.34 0.13 -0.13 0.38
C 1.31 1.21 0.23 -0.23
C 2.59 0.82 0.43 -0.18
C 3.06 -0.51 0.16 -0.25
C 2.08 -1.54 -0.22 0.04
N 0.74 -1.08 -0.38 -0.43
H -3.65 1.01 -0.43 0.21
H -3.69 -0.62 -1.15 0.23
H -4.08 0.07 0.55 0.23
H -1.24 1.13 -1.15 0.42
H 0.92 2.00 0.52 0.19
H 3.32 1.56 0.79 0.22
H 4.11 -0.85 0.39 0.22
H 2.42 -2.41 -0.63 0.20
```

Summary:
HOMO energy	-9.06	eV
structure (SMILES)	CC(=O)Nc1ccccn1
LUMO	0.55	eV

two) Computed, not measured: the molecule C7H8N2O, with ωB97M-V/def2-TZVPD.

Geometry as XYZ:
```
18
Properties=species:S:1:pos:R:3:nbo_charge:R:1
H 2.77 1.28 -1.39 0.41
N 2.51 1.18 -0.19 -0.56
C 1.91 0.08 -0.27 0.48
O 1.95 -0.20 -1.87 -0.80
C 0.68 -0.37 0.37 -0.12
C 0.23 -1.64 0.31 -0.12
C -1.27 -1.66 0.40 -0.26
N -1.63 -0.32 0.89 -0.59
C -0.43 0.53 0.89 -0.14
C -0.68 1.74 0.08 0.00
C -1.02 2.75 -0.48 -0.23
H 1.13 -0.68 -2.07 0.47
H 0.80 -2.51 -0.01 0.23
H -1.64 -2.44 1.08 0.20
H -1.70 -1.87 -0.59 0.20
H -1.97 -0.41 1.84 0.37
H -0.19 0.87 1.91 0.23
H -1.43 3.66 -0.90 0.24
```

Summary:
HOMO energy	-9.52	eV
structure (SMILES)	[H]/N=C(\O)C1=CCN[C@@H]1C#C
LUMO	0.35	eV

Which structure is the least stable? The one labeled two).

one) Computed, not measured: the molecule C7H8N2O, with ωB97M-V/def2-TZVPD.

Geometry as XYZ:
```
18
Properties=species:S:1:pos:R:3:nbo_charge:R:1
O -3.42 -0.03 -0.10 -0.75
C -2.00 -0.07 0.32 0.39
N -1.32 1.18 -0.08 -0.60
C 0.01 0.75 -0.06 0.05
C 1.18 1.43 -0.20 -0.20
C 2.49 0.72 -0.09 -0.24
C 2.49 -0.69 0.09 -0.21
C 1.20 -1.38 -0.10 -0.24
C 0.00 -0.54 -0.29 0.13
N -1.27 -1.10 -0.34 -0.60
H -3.63 0.30 -1.21 0.48
H -2.13 -0.51 1.39 0.15
H -1.54 1.98 0.66 0.39
H 1.17 2.44 -0.29 0.21
H 3.46 1.08 -0.10 0.22
H 3.52 -1.31 0.38 0.23
H 1.16 -2.40 -0.32 0.21
H -1.39 -1.84 0.36 0.38
```

Summary:
HOMO energy	-8.18	eV
structure (SMILES)	OC1Nc2ccccc2N1
LUMO	0.73	eV

two) Computed, not measured: the molecule C7H8N2O, with ωB97M-V/def2-TZVPD.

Geometry as XYZ:
```
18
Properties=species:S:1:pos:R:3:nbo_charge:R:1
C 1.81 -0.71 -2.42 -0.28
C 2.62 0.05 -1.52 -0.29
C 1.94 0.34 -0.35 -0.06
N 0.67 0.02 -0.60 -0.39
C -0.42 0.09 0.27 0.70
N -1.65 -0.16 -0.02 -0.50
C -2.47 0.02 1.11 -0.25
C -1.37 0.42 2.20 -0.10
O -0.12 0.39 1.61 -0.50
C 0.55 -0.59 -1.85 -0.05
H 2.13 -1.28 -3.17 0.22
H 3.66 0.36 -1.66 0.22
H 2.30 0.91 0.61 0.24
H -3.01 -0.97 1.33 0.20
H -3.12 0.74 0.81 0.20
H -1.62 1.55 2.58 0.19
H -1.39 -0.37 3.09 0.19
H -0.51 -0.81 -2.00 0.24
```

Summary:
HOMO energy	-8.38	eV
structure (SMILES)	c1ccn(C2=NCCO2)c1
LUMO	0.90	eV

Which structure is the least stable? The one labeled one).